A:
The ion C6H9N2 with charge +1. Source: the Open Molecules 2025 dataset; level of theory: ωB97M-V/def2-TZVPD.

## Properties
Orbital gap = 7.520 eV
Net charge = +1

Last column: Mulliken charge in e.
Element x y z (Å)
C 0.42119 1.08193 0.70816  -0.2918
C -0.86859 0.72435 0.50446  -0.3306
C 2.56259 0.08852 -0.02888  0.5107
C -3.14695 -0.65926 0.42918  -0.3689
C -1.63263 -0.50233 0.14942  0.0703
C 3.53387 0.12076 -0.97836  -0.8749
N 1.55381 0.43609 0.42920  0.0790
N -2.19094 -1.60546 0.87957  -0.4886
H 0.57001 2.15010 0.71103  0.3225
H -1.61609 1.56379 0.58511  0.2733
H -3.59421 0.12608 1.10126  0.2737
H -3.70440 -0.96079 -0.43754  0.2875
H -1.02487 -0.70551 -0.74570  0.2907
H 3.24323 0.92043 -1.77150  0.2966
H 3.79594 -0.82903 -1.46394  0.3370
H 4.36282 0.61027 -0.48021  0.3187
H -2.26479 -2.55996 0.40874  0.2946

B:
The ion C6H9N2 with charge +1. Source: the Open Molecules 2025 dataset; level of theory: ωB97M-V/def2-TZVPD.

## Properties
Orbital gap = 8.495 eV
Net charge = +1

Last column: Mulliken charge in e.
Element x y z (Å)
C -0.08964 -1.24939 0.08071  0.0321
C -2.40876 -0.58735 -0.34577  -0.0121
C 0.59313 -0.02012 -0.00058  0.7587
C -1.47360 1.49076 0.40512  -0.5012
C 0.01130 1.16908 0.21186  -0.4086
C 2.05211 -0.08708 -0.34085  -1.3463
N -2.43220 0.67024 -0.26232  -0.3402
N -1.34137 -1.56385 0.02482  -0.1123
H 0.64457 -2.11681 0.27720  0.2675
H -3.21623 -1.17273 -0.83554  0.3418
H -1.67154 1.13249 1.52242  0.3107
H -1.62093 2.60660 0.22849  0.3319
H 0.63864 2.13146 0.28049  0.2687
H 2.38724 -1.03062 0.09920  0.4058
H 2.61014 0.86656 0.07213  0.3602
H 2.20481 -0.08894 -1.39177  0.3056
H -1.63362 -2.55784 0.02204  0.3376

C:
The ion C6H9N2 with charge +1. Source: the Open Molecules 2025 dataset; level of theory: ωB97M-V/def2-TZVPD.

## Properties
Orbital gap = 9.553 eV
Net charge = +1

Last column: Mulliken charge in e.
Element x y z (Å)
C 0.57196 2.97539 0.45650  -0.0374
C 0.85807 -1.05939 -0.86178  -0.7558
C 0.61162 -0.37535 1.46620  -0.6270
C 0.24014 -1.45548 0.41767  -0.2297
C -0.46797 -0.45739 -0.41342  0.6164
C -1.76304 -0.09744 -1.11997  -1.3853
N 0.38488 1.79739 0.46962  -0.1808
N 0.04284 0.56314 0.51183  0.3434
H 1.23071 3.76035 0.28402  0.4073
H 1.83746 -0.50666 -0.82398  0.1622
H 0.81657 -1.71840 -1.66832  0.3114
H 0.09411 -0.61433 2.47000  0.3096
H 1.65772 -0.34269 1.44668  0.4006
H -0.00088 -2.38348 0.87465  0.4521
H -2.33504 0.27516 -0.37106  0.4559
H -2.25647 -1.03841 -1.36352  0.3833
H -1.52269 0.67759 -1.77513  0.3738

D:
The ion C6H9N2 with charge +1. Source: the Open Molecules 2025 dataset; level of theory: ωB97M-V/def2-TZVPD.

## Properties
Orbital gap = 8.840 eV
Net charge = +1

Last column: Mulliken charge in e.
Element x y z (Å)
C -0.57873 0.96181 1.19063  -0.3075
C -0.11846 -0.30832 1.75206  -0.1273
C -0.75724 1.19667 -0.15217  -0.6524
C 0.74864 -0.42893 2.75873  -0.7504
C -0.25477 0.42144 -1.26324  1.0102
C -0.21569 -0.94246 -1.21683  -0.2918
N 0.56771 -1.91807 -1.26738  -0.2263
N -0.19007 1.13722 -2.38969  -0.3716
H -1.01653 1.78582 1.82965  0.3328
H -0.79891 -1.04976 1.35662  0.4187
H -1.07241 2.10785 -0.54979  0.3374
H 0.96141 -1.45806 3.28385  0.2422
H 1.33583 0.44464 3.02464  0.2811
H 1.57798 -1.76050 -1.48892  0.2951
H 0.19806 -2.93904 -1.33352  0.3297
H -0.56672 2.09573 -2.32262  0.2300
H 0.17990 0.65397 -3.21202  0.2501

Question: which arrangement is favored energetically? Ranking from most to least stable: B, D, A, C.

A:
An isolated molecule of C4H7NO. Source: the Open Molecules 2025 dataset; level of theory: ωB97M-V/def2-TZVPD.

## Properties
Orbital gap = 8.260 eV
Net charge = 0

Last column: Mulliken charge in e.
Element x y z (Å)
C 1.74388 -0.49830 -1.04597  -0.5734
C -0.69572 -0.06258 -0.36752  -0.5252
O 0.75582 -0.96023 -0.09835  -0.2517
C -0.78963 0.68599 0.96934  -0.1425
C -2.10120 1.34242 0.97706  0.1629
N -3.14529 1.83967 0.97390  -0.4101
H 2.54644 -1.23845 -1.10465  0.3169
H 1.25607 -0.32601 -2.00519  0.3298
H 2.12734 0.44153 -0.65257  0.2337
H -1.36331 -0.93817 -0.25090  0.0587
H 0.51879 -1.86986 -0.33042  0.3830
H -0.03390 1.47723 1.04817  0.1712
H -0.71890 0.07923 1.88616  0.2467

B:
A structure of composition C4H7NO. Source: the Open Molecules 2025 dataset; level of theory: ωB97M-V/def2-TZVPD.

## Properties
Orbital gap = 9.142 eV
Net charge = 0

Last column: Mulliken charge in e.
Element x y z (Å)
C -1.09069 1.22651 -0.50251  -1.2195
C -0.10063 0.05567 -0.52203  0.1323
C 1.73556 -0.25087 0.31633  -0.5986
N 0.93143 -1.28923 0.94661  -0.1273
C -0.33669 -1.02080 0.51802  0.2702
O -1.39680 -1.41668 0.94245  -0.5947
H -2.07230 0.84639 -0.82396  0.3436
H -1.22444 1.65020 0.49708  0.3281
H -0.80959 2.02919 -1.19225  0.3755
H 0.08073 -0.29774 -1.53196  0.3326
H 1.03804 0.66848 0.02680  0.3114
H 2.18376 -0.66342 -0.59510  0.1884
H 1.06163 -1.53770 1.92052  0.2582

C:
An isolated molecule of C4H7NO. Source: the Open Molecules 2025 dataset; level of theory: ωB97M-V/def2-TZVPD.

## Properties
Orbital gap = 10.720 eV
Net charge = 0

Last column: Mulliken charge in e.
Element x y z (Å)
C -1.73577 -0.37726 -0.21816  -0.5753
N -1.58309 0.92324 0.41646  -0.6198
C -0.54798 0.45447 -0.49893  -0.0058
C 0.71765 -0.29357 -0.17789  -0.0357
C 2.03551 0.16086 0.25086  -0.3522
O 1.13140 -0.44992 1.16770  -0.4257
H -1.52887 -1.24150 0.41324  0.2621
H -2.49298 -0.53043 -0.97699  0.2691
H -1.34888 0.81514 1.39889  0.3032
H -0.51798 1.03570 -1.41958  0.3829
H 0.72143 -1.22896 -0.74372  0.3086
H 2.87270 -0.47162 -0.04681  0.2456
H 2.27685 1.20384 0.43494  0.2430

D:
An isolated molecule of C4H7NO. Source: the Open Molecules 2025 dataset; level of theory: ωB97M-V/def2-TZVPD.

## Properties
Orbital gap = 8.052 eV
Net charge = 0

Last column: Mulliken charge in e.
Element x y z (Å)
C 0.90959 -0.59289 1.31243  -0.8038
C 0.84376 0.15311 -0.00617  -0.6090
C 0.55581 -0.70034 -1.22510  -0.3851
N -0.43736 0.14175 -0.61821  0.1351
C -1.47261 0.88091 -0.63703  0.1288
O -1.55937 1.85326 0.27203  -0.4422
H 0.48796 -0.00004 2.13340  0.2196
H 1.95962 -0.77441 1.56197  0.3149
H 0.39300 -1.57180 1.31032  0.2969
H -0.63901 1.96189 0.60221  0.3177
H 0.90367 -0.39128 -2.21133  0.2491
H 0.33182 -1.76821 -1.13421  0.2228
H -2.27688 0.80804 -1.36030  0.3553

Question: which arrangement is favored energetically? Ranking from most to least stable: C, B, D, A.

A:
An isolated molecule of C4H7NO. Source: the Open Molecules 2025 dataset; level of theory: ωB97M-V/def2-TZVPD.

## Properties
Orbital gap = 11.675 eV
Net charge = 0

Last column: Mulliken charge in e.
Element x y z (Å)
C -1.19593 -0.87514 0.06117  -1.1769
C -0.31205 0.33416 -0.26482  0.2645
O -0.89949 1.53372 0.21757  -0.5460
C 1.07210 0.33000 0.41703  -0.5400
C 2.14743 -0.33566 -0.32456  0.2027
N 3.04149 -0.80481 -0.89034  -0.4072
H -2.24879 -0.59556 -0.07469  0.3407
H -0.99873 -1.72914 -0.59468  0.3300
H -1.07625 -1.19767 1.10154  0.2912
H -0.16428 0.39789 -1.35504  0.3009
H -1.73529 1.66267 -0.24670  0.3204
H 1.01179 -0.10198 1.42294  0.3097
H 1.35799 1.38154 0.53058  0.3099

B:
A structure of composition C4H7NO. Source: the Open Molecules 2025 dataset; level of theory: ωB97M-V/def2-TZVPD.

## Properties
Orbital gap = 10.364 eV
Net charge = 0

Last column: Mulliken charge in e.
Element x y z (Å)
C -0.48823 -1.25179 0.75823  -0.2415
C -1.37066 0.33059 -0.09996  -0.6799
C 0.19188 -0.19804 -0.25238  0.8667
C 1.28060 0.78082 0.29595  -1.2895
N -1.63370 -0.75370 0.88236  -0.5022
O 0.61247 -0.82712 -1.42364  -0.5438
H -0.10755 -2.14814 1.27559  0.3603
H -1.24964 1.29809 0.32076  0.2877
H -2.21611 0.20604 -0.80530  0.3298
H 1.54660 1.52633 -0.45613  0.3262
H 2.09349 0.12962 0.52408  0.3453
H 0.95684 1.20985 1.19820  0.4115
H 0.38400 -0.30255 -2.21776  0.3294

C:
An isolated molecule of C4H7NO. Source: the Open Molecules 2025 dataset; level of theory: ωB97M-V/def2-TZVPD.

## Properties
Orbital gap = 9.966 eV
Net charge = 0

Last column: Mulliken charge in e.
Element x y z (Å)
C -1.47885 -0.17493 0.10612  0.3881
C -0.20707 -0.72946 0.59963  0.1103
C 0.75394 -1.49120 -0.26566  -1.1437
C 0.17539 1.81686 -0.14377  -0.7720
N -0.51086 0.68384 0.39467  -0.0651
O -2.59947 -0.31507 -0.27216  -0.5753
H -0.15524 -1.07055 1.86178  0.1970
H 0.71596 -2.54668 -0.00707  0.3393
H 1.77590 -1.13861 -0.12514  0.2879
H 0.48438 -1.38628 -1.31610  0.3378
H 0.98280 2.10190 0.52917  0.2781
H 0.59190 1.60694 -1.13538  0.3214
H -0.52878 2.64325 -0.22608  0.2962

D:
An isolated molecule of C4H7NO. Source: the Open Molecules 2025 dataset; level of theory: ωB97M-V/def2-TZVPD.

## Properties
Orbital gap = 10.255 eV
Net charge = 0

Last column: Mulliken charge in e.
Element x y z (Å)
C -1.22524 -0.06010 1.09016  -1.1393
C 0.09674 -0.61207 0.53634  0.2988
C 0.17922 -0.42959 -0.90033  -0.8268
C 0.96237 0.89178 -1.04202  0.0207
H -1.96150 -0.72796 0.83527  0.3805
H -1.20220 0.23514 2.16023  0.3093
H -1.40340 0.77601 0.30888  0.2322
H 0.54955 -1.60300 0.87240  0.3296
H 0.84726 -1.12492 -1.40853  0.3096
H -0.75885 -0.27870 -1.43712  0.3203
H 1.23010 1.30914 -2.06211  0.3478
N 1.47405 1.27388 0.03884  -0.3217
O 1.21191 0.35038 1.00797  -0.2612

Question: which arrangement is favored energetically? Ranking from most to least stable: A, C, B, D.

A:
An isolated molecule of C4H7NO. Source: the Open Molecules 2025 dataset; level of theory: ωB97M-V/def2-TZVPD.

## Properties
Orbital gap = 11.966 eV
Net charge = 0

Last column: Mulliken charge in e.
Element x y z (Å)
C 0.88447 -1.31088 -0.69757  -1.3096
C 0.21463 0.00965 -0.01599  0.9938
C 0.84317 1.35069 -0.58354  -1.3069
C -1.25587 0.06652 0.02977  0.0186
H 0.50477 -2.12564 -0.05308  0.3944
H 1.94934 -1.30829 -0.52821  0.3984
H 0.61779 -1.34657 -1.75425  0.3553
H 0.38744 1.61671 -1.48341  0.3990
H 1.96403 1.31381 -0.82769  0.2772
H 0.60799 2.13788 0.15474  0.3579
H 0.95331 -0.87316 1.54035  0.3490
N -2.38863 -0.06799 -0.10470  -0.4102
O 0.70216 0.04566 1.41106  -0.5168

B:
An isolated molecule of C4H7NO. Source: the Open Molecules 2025 dataset; level of theory: ωB97M-V/def2-TZVPD.

## Properties
Orbital gap = 10.531 eV
Net charge = 0

Last column: Mulliken charge in e.
Element x y z (Å)
C 1.98902 -0.39520 0.28597  -1.0853
C 0.64346 0.31431 0.25652  0.6081
O 0.50611 1.39035 0.80280  -0.5706
C -0.52349 -0.37845 -0.37712  0.0052
C -1.86413 0.09845 0.21322  -0.3539
N -1.57812 0.22527 -1.18151  -0.5464
H 2.64955 0.10378 -0.43218  0.2589
H 1.95201 -1.45967 0.03400  0.3338
H 2.43516 -0.26828 1.27680  0.3212
H -0.30024 -1.38575 -0.74986  0.2921
H -1.93730 1.04039 0.77598  0.2277
H -2.54722 -0.66462 0.56319  0.2268
H -1.39750 1.17982 -1.46046  0.2824

Question: which arrangement is favored energetically? Ranking from most to least stable: A, B.